Density functional theory data (ωB97M-V/def2-TZVPD) for a 2-piece molecular cluster, CH3BrN4 overall in a non-equilibrium geometry.

```
9
CH3BrN4 ωB97M-V/def2-TZVPD
C -1.44254 -0.58167 -0.94980
N 0.48332 2.03051 2.95253
N 0.51032 0.99172 2.52078
N 0.49987 -0.14110 2.12612
N -0.60392 -0.99261 -0.12942
Br 0.50507 -2.45188 -0.57672
H -2.21072 0.04575 -0.51032
H -1.59846 -0.76791 -1.96101
H 1.26258 -0.52898 1.76281
```

Calculated values
Frontier orbital gap, hartree: 0.3588
E_HOMO, eV: -9.47

---

Density functional theory data (ωB97M-V/def2-TZVPD) for one molecule with the formula C9H15ClO4 in a non-equilibrium geometry.

```
29
C9H15ClO4 ωB97M-V/def2-TZVPD
C 2.01380 -1.99606 0.37825
C 2.24698 -0.42453 0.15391
C 2.35915 -0.11535 -1.43856
C 1.19776 0.53137 0.89991
C 1.66328 2.05973 0.59092
C -0.29892 0.33165 0.34984
O -1.32451 0.45324 1.36744
C -2.60356 0.03883 0.89712
O -2.73374 -1.34920 0.43525
C -3.46878 -1.45510 -0.79011
O -3.68786 -2.56558 -1.28509
O -3.83673 -0.15313 -1.23389
C -3.25031 0.86155 -0.34441
Cl -4.74200 1.88074 0.07972
H 0.92258 -2.31806 0.44814
H 2.51324 -2.32609 1.36006
H 2.46946 -2.53500 -0.53638
H 3.28730 -0.17300 0.58974
H 3.12764 -0.84924 -1.85914
H 1.36250 -0.34436 -1.95090
H 2.74100 0.94251 -1.65496
H 1.30639 0.40298 2.02904
H 2.79996 2.18153 0.56520
H 1.22916 2.81191 1.32885
H 1.28700 2.36735 -0.45295
H -0.42269 1.08019 -0.52178
H -0.33810 -0.70994 -0.14212
H -3.32861 0.01878 1.79418
H -2.49139 1.35226 -1.05724
```

Calculated values
Frontier orbital gap, hartree: 0.4226
E_HOMO, eV: -10.94

---

Density functional theory data (ωB97M-V/def2-TZVPD) for C6H10 as an isolated structure in a non-equilibrium geometry.

```
16
C6H10 ωB97M-V/def2-TZVPD
C -0.93674 0.38499 0.96371
C 0.53958 1.31311 -1.15084
C 0.80698 -0.51400 0.53354
C 0.02014 0.00329 -0.57276
C -0.74681 -0.81299 -1.39617
C 1.14460 -1.28693 1.52416
H 0.75381 2.05380 -0.37933
H -1.54061 -0.48496 1.20097
H -0.46728 0.82433 1.84130
H -1.55280 1.15216 0.50778
H -0.20214 1.73343 -1.83259
H 1.46457 1.12937 -1.69863
H 2.14752 -1.70247 1.56746
H -1.01697 -1.81513 -1.09717
H -0.93730 -0.51689 -2.41671
H 0.52344 -1.46108 2.40528
```

Calculated values
Frontier orbital gap (alpha / beta), hartree: 0.2582 / 0.2582
E_HOMO (alpha / beta), eV: -6.58 / -6.58